# 1
This record from the OMol25 dataset describes one molecule with the formula C6H8O2 at a distorted geometry. The level of theory is the ωB97M-V functional and the def2-TZVPD basis.

* SMILES: CC1=C[C@H]2OC[C@@H]1O2
* lowest unoccupied orbital energy: 0.820 eV
* HOMO-LUMO gap: 9.88 eV
* E: -10443.84216 eV
* energy above the lowest of the compared OMol25 structures with the same formula, charge and spin: 2.884 eV

```
! wB97M-V def2-TZVPD RIJCOSX def2/J DEFGRID3
* xyz 0 1
C -2.283 0.043 -0.068
C -0.749 -0.235 0.036
C -0.054 -1.367 -0.199
C 1.378 -1.124 0.084
O 1.820 -0.072 -0.785
C 1.281 1.160 -0.373
C 0.325 0.645 0.728
O 1.247 -0.367 1.259
H -2.483 0.836 0.677
H -2.957 -0.803 0.080
H -2.382 0.636 -0.993
H -0.159 -1.996 -1.095
H 2.002 -1.999 0.256
H 2.087 1.784 0.034
H 0.828 1.650 -1.265
H 0.100 1.209 1.625
*
```

---

# 2
This record from the OMol25 dataset describes one molecule with the formula C6H8O2 at a distorted geometry. The level of theory is the ωB97M-V functional and the def2-TZVPD basis.

* SMILES: C1=C([C@@H]2CO2)COC1
* lowest unoccupied orbital energy: 0.900 eV
* HOMO-LUMO gap: 9.78 eV
* E: -10440.97668 eV
* energy above the lowest of the compared OMol25 structures with the same formula, charge and spin: 5.750 eV

```
! wB97M-V def2-TZVPD RIJCOSX def2/J DEFGRID3
* xyz 0 1
C -0.087 -1.107 -1.112
C 0.229 -0.396 -0.051
C 0.849 -0.432 1.293
C 0.610 0.536 2.475
O 1.452 0.901 1.402
C -0.392 0.938 -0.287
O -0.801 0.813 -1.890
C -0.827 -0.574 -2.200
H 0.275 -2.055 -1.402
H 1.550 -1.171 1.366
H -0.257 1.162 2.321
H 1.062 0.037 3.410
H -1.505 0.878 0.444
H 0.175 1.944 -0.220
H -0.447 -0.761 -3.212
H -1.887 -0.713 -2.337
*
```

---

# 3
This record from the OMol25 dataset describes C6H8O2Si as an isolated structure at a distorted geometry. The level of theory is the ωB97M-V functional and the def2-TZVPD basis.

* lowest unoccupied orbital energy: 0.682 eV
* HOMO-LUMO gap: 9.17 eV
* E: -18323.84288 eV
* energy above the lowest of the compared OMol25 structures with the same formula, charge and spin: 0.728 eV

```
! wB97M-V def2-TZVPD RIJCOSX def2/J DEFGRID3
* xyz 0 1
C -1.179 1.854 -1.204
C -0.917 2.009 0.145
C -0.833 0.683 -1.857
C -0.302 0.981 0.849
C -0.208 -0.337 -1.148
C 0.047 -0.184 0.205
O 0.176 -1.505 -1.749
O 0.851 -2.022 2.826
Si 1.275 -2.016 1.259
H -1.653 2.652 -1.757
H -1.182 2.930 0.638
H -1.043 0.558 -2.910
H -0.094 1.101 1.903
H -0.039 -1.465 -2.689
H 0.594 -1.224 3.282
H 0.820 -3.290 0.749
H 2.666 -1.641 1.066
*
```

---

# 4
This record from the OMol25 dataset describes C6H8O4 as an isolated structure at a distorted geometry. The level of theory is the ωB97M-V functional and the def2-TZVPD basis.

* lowest unoccupied orbital energy: -0.445 eV
* HOMO-LUMO gap: 9.85 eV
* E: -14534.97100 eV
* energy above the lowest of the compared OMol25 structures with the same formula, charge and spin: 7.015 eV

```
! wB97M-V def2-TZVPD RIJCOSX def2/J DEFGRID3
* xyz 0 1
O 2.391 -1.085 0.185
C 1.329 -1.744 0.239
O 0.617 -1.583 1.338
C -0.536 -0.691 0.291
C 0.207 -1.559 -0.774
C -0.942 -2.600 -0.731
C -1.669 -1.716 0.280
C -2.582 -2.028 1.373
O -3.027 -1.371 0.184
H -0.946 0.245 -0.113
H 0.503 -1.146 -1.742
H -1.477 -2.645 -1.687
H -0.668 -3.608 -0.398
H -2.924 -3.060 1.492
H -2.578 -1.407 2.272
O 0.801 1.207 0.780
H 1.783 0.567 0.543
H 0.698 1.733 -0.019
*
```

---

# 5
This record from the OMol25 dataset describes a 2-piece molecular cluster, C6H8O6 overall at a distorted geometry. The level of theory is the ωB97M-V functional and the def2-TZVPD basis.

* lowest unoccupied orbital energy (alpha / beta): 3.063 / 3.053 eV
* HOMO-LUMO gap (alpha / beta): 7.26 / 7.44 eV
* E: -18634.80396 eV
* energy above the lowest of the compared OMol25 structures with the same formula, charge and spin: 1.627 eV

```
! wB97M-V def2-TZVPD RIJCOSX def2/J DEFGRID3
* xyz -1 2
O 1.119 -2.794 -0.096
C -0.148 -2.884 -0.414
C 1.363 -1.822 0.966
O -0.863 -2.246 0.481
C -0.048 -1.457 1.397
H 1.929 -0.990 0.530
H 1.951 -2.318 1.744
H -0.291 -0.398 1.264
H -0.295 -1.771 2.416
O 2.118 0.794 -1.134
C -1.932 1.355 -0.797
C -0.508 1.119 -1.110
O 0.324 1.789 -0.156
C 1.698 1.650 -0.289
O 2.351 2.390 0.469
O -2.409 2.578 -1.145
H -2.443 0.822 0.010
H -0.269 1.484 -2.121
H -0.304 0.039 -1.090
H -3.342 2.660 -0.924
*
```

---

# 6
This record from the OMol25 dataset describes C6H8O6P2 as an isolated structure at a distorted geometry. The level of theory is the ωB97M-V functional and the def2-TZVPD basis.

* lowest unoccupied orbital energy (alpha / beta): 0.355 / -3.699 eV
* HOMO-LUMO gap (alpha / beta): 6.95 / 6.37 eV
* E: -37210.22522 eV

```
! wB97M-V def2-TZVPD RIJCOSX def2/J DEFGRID3
* xyz 0 3
C -1.606 -1.280 -1.414
C -0.152 0.341 0.074
C -0.255 -0.688 -1.103
C 1.217 0.951 0.143
C -0.776 -0.394 1.326
C 1.457 1.851 1.283
O -2.264 -0.283 -2.084
O 1.563 -1.162 1.158
O -0.042 0.295 -2.241
O 0.682 -1.621 -1.133
O -0.939 1.362 -0.458
O 2.119 0.453 -0.535
P -1.391 1.032 -2.147
P 2.100 -1.668 -0.151
H -1.328 -2.095 -1.953
H -2.097 -1.522 -0.465
H -0.108 -1.233 1.626
H -1.828 -0.585 1.070
H -0.879 0.324 2.208
H 1.905 1.123 1.909
H 0.571 2.037 1.851
H 2.052 2.759 1.038
*
```

---

# 7
This record from the OMol25 dataset describes C6H8O6Rh as an isolated structure at a distorted geometry. The level of theory is the ωB97M-V functional and the def2-TZVPD basis.

* lowest unoccupied orbital energy (alpha / beta): -9.614 / -12.839 eV
* HOMO-LUMO gap (alpha / beta): 5.73 / 2.90 eV
* E: -21616.70875 eV

```
! wB97M-V def2-TZVPD RIJCOSX def2/J DEFGRID3
* xyz 2 6
H 1.095 0.894 0.472
O 2.579 -0.794 -0.447
C 1.792 -0.175 0.479
C 0.365 -0.560 0.558
C -0.544 -0.499 -0.638
C -1.807 0.331 -0.445
O -2.598 -0.249 0.600
C -3.782 0.291 0.825
O -4.273 1.208 0.213
O -4.311 -0.281 1.901
H 2.351 0.017 1.415
H 0.110 -1.269 1.352
H -0.829 -1.513 -0.953
H -0.012 -0.028 -1.479
H -2.403 0.339 -1.367
H -1.568 1.368 -0.174
H -5.179 0.103 2.075
O 4.318 0.817 -0.164
C 4.063 -0.235 -0.752
O 4.753 -0.681 -1.681
Rh 5.880 0.917 -1.790
*
```

---

# 8
This record from the OMol25 dataset describes one molecule with the formula C6H8OS at a distorted geometry. The level of theory is the ωB97M-V functional and the def2-TZVPD basis.

* SMILES: CC(C)=C(C=O)C=S
* lowest unoccupied orbital energy: -0.518 eV
* HOMO-LUMO gap: 8.01 eV
* E: -19232.85450 eV
* energy above the lowest of the compared OMol25 structures with the same formula, charge and spin: 1.409 eV

```
! wB97M-V def2-TZVPD RIJCOSX def2/J DEFGRID3
* xyz 0 1
C 0.851 -1.570 0.080
C 0.444 -0.122 -0.027
C 1.620 0.787 -0.268
C -0.846 0.275 0.074
C -1.217 1.727 -0.059
O -2.283 2.184 0.253
C -1.923 -0.680 0.360
S -3.394 -0.702 -0.296
H 1.314 -1.752 1.040
H 0.031 -2.297 -0.059
H 1.583 -1.817 -0.723
H 2.032 0.629 -1.286
H 2.453 0.532 0.448
H 1.417 1.864 -0.137
H -0.431 2.388 -0.498
H -1.651 -1.447 1.097
*
```

---

# 9
This record from the OMol25 dataset describes one molecule with the formula C6H8OS at a distorted geometry. The level of theory is the ωB97M-V functional and the def2-TZVPD basis.

* SMILES: O=C[C@]12CCC[C@H]1S2
* lowest unoccupied orbital energy: 0.670 eV
* HOMO-LUMO gap: 9.96 eV
* E: -19232.79949 eV
* energy above the lowest of the compared OMol25 structures with the same formula, charge and spin: 1.464 eV

```
! wB97M-V def2-TZVPD RIJCOSX def2/J DEFGRID3
* xyz 0 1
O -0.688 2.503 -1.947
C -0.840 1.989 -0.865
C -0.107 0.883 -0.172
C 1.235 0.198 -0.442
C 1.095 -1.124 0.265
C -0.424 -1.492 0.468
C -1.080 -0.134 0.512
S -0.492 1.042 1.599
H -1.566 2.460 -0.206
H 1.874 0.846 0.049
H 1.449 0.155 -1.512
H 1.642 -1.063 1.207
H 1.493 -2.103 -0.287
H -0.963 -2.052 -0.411
H -0.556 -1.994 1.423
H -2.072 -0.112 0.317
*
```

---

# 10
This record from the OMol25 dataset describes one molecule with the formula C6H8OS at a distorted geometry. The level of theory is the ωB97M-V functional and the def2-TZVPD basis.

* SMILES: C=C[C@@]1(S)C=COC1
* lowest unoccupied orbital energy: 0.816 eV
* HOMO-LUMO gap: 9.50 eV
* E: -19232.45114 eV
* energy above the lowest of the compared OMol25 structures with the same formula, charge and spin: 1.813 eV

```
! wB97M-V def2-TZVPD RIJCOSX def2/J DEFGRID3
* xyz 0 1
C 2.172 -0.569 -0.246
C 1.387 0.305 0.322
C -0.083 0.504 0.033
S -0.638 2.210 -0.380
C -0.485 -0.288 -1.155
C -1.655 -0.831 -0.870
O -2.070 -0.709 0.400
C -0.963 -0.167 1.145
H 3.185 -0.654 0.045
H 1.929 -1.318 -1.032
H 1.864 0.956 1.047
H -0.600 2.748 0.877
H -0.007 -0.289 -2.136
H -2.362 -1.322 -1.543
H -1.324 0.445 1.960
H -0.351 -1.021 1.535
*
```

---

# 11
This record from the OMol25 dataset describes one molecule with the formula C6H8OS at a distorted geometry. The level of theory is the ωB97M-V functional and the def2-TZVPD basis.

* lowest unoccupied orbital energy (alpha / beta): 0.749 / -1.805 eV
* HOMO-LUMO gap (alpha / beta): 6.75 / 6.75 eV
* E: -19228.01025 eV
* energy above the lowest of the compared OMol25 structures with the same formula, charge and spin: 2.165 eV

```
! wB97M-V def2-TZVPD RIJCOSX def2/J DEFGRID3
* xyz 0 3
C -0.760 -0.205 -0.578
C -1.651 0.831 -2.336
C 0.382 -0.293 0.069
C -2.842 0.881 -1.288
C 0.398 -0.719 1.550
C 1.680 0.283 -0.526
O -1.363 1.278 -3.409
S -2.458 -0.522 -0.194
H -2.700 1.637 -0.639
H -3.853 1.045 -1.756
H 1.437 -0.595 1.833
H -0.298 -0.082 2.185
H -0.083 -1.659 1.569
H 2.555 -0.330 -0.278
H 1.536 0.400 -1.555
H 1.826 1.256 -0.096
*
```

---

# 12
This record from the OMol25 dataset describes one molecule with the formula C6H8OSi at a distorted geometry. The level of theory is the ωB97M-V functional and the def2-TZVPD basis.

* lowest unoccupied orbital energy (alpha / beta): 0.893 / -3.091 eV
* HOMO-LUMO gap (alpha / beta): 6.32 / 6.64 eV
* E: -16266.59911 eV

```
! wB97M-V def2-TZVPD RIJCOSX def2/J DEFGRID3
* xyz 0 3
C -0.103 3.265 0.479
C -0.918 -0.817 -3.223
C 0.099 2.428 -0.327
C -0.461 -0.161 -2.305
C -0.661 -1.414 2.077
C 0.833 -0.551 0.403
O -0.383 -0.399 1.155
Si 0.577 0.786 -1.129
H -0.151 4.033 1.219
H -1.450 -1.196 -4.053
H 0.193 -1.481 2.913
H -0.672 -2.283 1.440
H -1.638 -1.115 2.562
H 1.015 -1.539 -0.109
H 1.816 -0.347 0.878
H 1.906 0.790 -1.980
*
```

---

# 13
This record from the OMol25 dataset describes a 2-piece molecular cluster, C6H8S overall at a distorted geometry. The level of theory is the ωB97M-V functional and the def2-TZVPD basis.

* lowest unoccupied orbital energy (alpha / beta): -2.310 / -2.311 eV
* HOMO-LUMO gap (alpha / beta): 5.70 / 5.70 eV
* E: -17182.75211 eV
* energy above the lowest of the compared OMol25 structures with the same formula, charge and spin: 3.719 eV

```
! wB97M-V def2-TZVPD RIJCOSX def2/J DEFGRID3
* xyz 0 1
C 1.107 1.453 -0.650
C 1.084 1.383 0.802
C 0.457 0.379 -1.158
C 0.578 0.207 1.243
C 0.219 -0.516 0.010
C -0.205 -1.921 -0.016
S -2.381 0.479 0.192
H 1.535 2.279 -1.266
H 1.331 2.307 1.284
H 0.489 0.031 -2.154
H 0.190 -0.103 2.192
H -0.412 -2.373 -1.018
H -1.079 -2.074 0.693
H 0.485 -2.566 0.436
H -3.399 1.036 -0.592
*
```

---

# 14
This record from the OMol25 dataset describes one molecule with the formula C6H8S2 at a distorted geometry. The level of theory is the ωB97M-V functional and the def2-TZVPD basis.

* SMILES: C[C@@]1(S)C=C[C@H]2S[C@H]21
* lowest unoccupied orbital energy: 0.621 eV
* HOMO-LUMO gap: 9.47 eV
* E: -28019.56288 eV
* energy above the lowest of the compared OMol25 structures with the same formula, charge and spin: 2.480 eV

```
! wB97M-V def2-TZVPD RIJCOSX def2/J DEFGRID3
* xyz 0 1
C 0.838 1.426 0.769
C 0.477 0.105 0.077
S 2.060 -0.433 -0.754
C 0.142 -1.124 0.893
C -0.934 -1.705 0.422
C -1.489 -1.020 -0.747
S -2.158 0.629 -0.315
C -0.632 0.166 -0.973
H 1.956 1.635 1.215
H 0.110 1.669 1.482
H 0.702 2.300 -0.025
H 2.236 0.803 -1.363
H 0.507 -1.281 2.030
H -1.588 -2.397 1.063
H -1.963 -1.332 -1.803
H -0.264 0.561 -1.970
*
```